[1]
{"formula": "C36H54O18", "method": "ωB97M-V with the def2-TZVPD basis set", "e_homo_ha": -0.350, "charge": 0, "orbital_gap_ev": 9.60, "smiles": "O=C1CCCO1.O=C1CCCO1.O=C1CCCO1.O=C1CCCO1.O=C1CCCO1.O=C1CCCO1.O=C1CCCO1.O=C1CCCO1.O=C1CCCO1", "energy_ev": -75062.9158, "symbols": ["O", "C", "O", "C", "C", "C", "H", "H", "H", "H", "H", "H", "O", "C", "O", "C", "C", "C", "H", "H", "H", "H", "H", "H", "O", "C", "O", "C", "C", "C", "H", "H", "H", "H", "H", "H", "O", "C", "O", "C", "C", "C", "H", "H", "H", "H", "H", "H", "O", "C", "O", "C", "C", "C", "H", "H", "H", "H", "H", "H", "O", "C", "O", "C", "C", "C", "H", "H", "H", "H", "H", "H", "O", "C", "O", "C", "C", "C", "H", "H", "H", "H", "H", "H", "O", "C", "O", "C", "C", "C", "H", "H", "H", "H", "H", "H", "O", "C", "O", "C", "C", "C", "H", "H", "H", "H", "H", "H"], "xyz": [[-3.03783, 2.97976, -0.36276], [-2.40792, 4.00446, -0.30148], [-2.48038, 4.89983, -1.32199], [-1.82631, 6.15146, -0.89536], [-0.87144, 5.69801, 0.16121], [-1.66484, 4.54260, 0.86882], [-2.60184, 6.81044, -0.51102], [-1.35197, 6.46466, -1.82119], [-0.68609, 6.36397, 1.01330], [0.15953, 5.45335, -0.08917], [-2.35743, 4.94057, 1.60491], [-1.06973, 3.68971, 1.19561], [-2.35078, -5.79132, 3.53848], [-1.24253, -5.32633, 3.61193], [-0.22596, -6.17767, 3.82931], [1.04341, -5.55603, 3.55874], [0.63954, -4.28959, 2.73841], [-0.71130, -3.92514, 3.34527], [1.61743, -6.15148, 2.85035], [1.63474, -5.34964, 4.44748], [0.52818, -4.58621, 1.69772], [1.47151, -3.58669, 2.79860], [-1.24695, -3.56235, 2.46823], [-0.70382, -3.29328, 4.22672], [-2.99567, 2.53431, -5.31818], [-2.42216, 2.18814, -4.32920], [-1.22578, 2.70368, -4.00683], [-0.64872, 2.06228, -2.88708], [-1.53818, 0.85152, -2.52568], [-2.74206, 0.94466, -3.50566], [-0.61697, 2.74515, -2.03446], [0.39426, 1.84813, -3.12399], [-1.92467, 1.01277, -1.52192], [-1.01586, -0.10207, -2.50902], [-3.61862, 1.21885, -2.92189], [-2.83437, 0.18253, -4.27247], [2.52783, 7.39603, 2.32495], [2.56688, 6.23864, 2.58024], [3.24079, 5.33568, 1.82731], [3.24485, 4.04476, 2.42493], [2.17395, 4.07061, 3.53474], [2.13748, 5.55446, 3.89692], [4.27087, 3.78557, 2.67580], [2.81995, 3.32661, 1.71823], [2.39873, 3.35637, 4.32173], [1.19278, 3.84808, 3.11608], [2.68534, 5.81694, 4.80171], [1.14556, 5.96183, 4.10605], [2.13261, -6.96832, 0.44094], [2.78556, -6.36360, -0.36537], [2.46053, -5.12833, -0.74990], [3.26537, -4.65517, -1.84561], [4.37611, -5.70059, -1.98268], [3.94099, -6.92258, -1.15703], [3.63888, -3.68119, -1.53288], [2.70635, -4.54672, -2.77495], [5.30261, -5.23955, -1.65053], [4.39560, -6.06333, -3.01120], [4.78891, -7.34698, -0.63588], [3.35653, -7.64312, -1.73561], [2.71694, 3.04886, -2.30828], [2.78803, 4.20385, -2.00151], [1.74213, 5.02049, -1.86194], [2.13434, 6.26576, -1.32837], [3.58826, 6.38172, -1.79114], [4.02670, 4.98101, -1.57035], [2.06824, 6.35302, -0.23996], [1.52558, 7.08895, -1.70584], [4.22326, 7.07145, -1.23415], [3.58383, 6.66467, -2.84506], [4.25406, 4.69159, -0.54289], [4.88285, 4.67987, -2.17585], [0.84900, 2.16769, 0.62590], [0.87405, 0.99083, 0.38547], [-0.11296, 0.13872, 0.71920], [-0.00729, -1.15253, 0.05390], [1.18530, -0.91177, -0.89523], [1.96976, 0.27459, -0.36468], [-0.89761, -1.39265, -0.52299], [0.16307, -1.95525, 0.76949], [0.96254, -0.62311, -1.92036], [1.73616, -1.85573, -0.89288], [2.34120, 0.91605, -1.15940], [2.75787, 0.06927, 0.36263], [-3.51280, -3.23105, 1.73948], [-3.92933, -2.21306, 1.28797], [-3.46024, -1.73193, 0.07671], [-4.18249, -0.59327, -0.39032], [-4.93342, -0.06831, 0.82675], [-4.91354, -1.21408, 1.83917], [-4.89372, -0.70735, -1.20774], [-3.44846, 0.14863, -0.69375], [-5.94498, 0.21563, 0.54145], [-4.49333, 0.80291, 1.31184], [-5.89022, -1.70249, 1.84858], [-4.58986, -1.02455, 2.86057], [-4.82161, -5.46712, -1.39361], [-3.66616, -5.29958, -1.10419], [-2.88325, -4.39878, -1.69803], [-1.61067, -4.24796, -1.09288], [-1.42912, -5.63488, -0.43109], [-2.88516, -5.90500, 0.01705], [-1.49069, -3.48121, -0.32659], [-0.91275, -4.07994, -1.91407], [-0.90844, -5.65603, 0.52437], [-1.04243, -6.29359, -1.20476], [-3.12165, -5.41783, 0.95903], [-3.01454, -6.98567, 0.04462]], "forces_ev_per_a": [[0.5, -0.4, -0.1], [-2.3, 0.0, -0.5], [0.5, 0.2, 0.8], [0.1, -1.3, -1.0], [0.6, -0.2, 3.3], [1.3, 0.0, -1.7], [0.1, 0.2, -0.2], [0.0, 0.7, 0.2], [-0.3, 0.8, -0.6], [-0.5, -0.6, -0.8], [0.0, -0.2, 0.1], [0.1, 0.4, 0.6], [0.2, 1.0, 0.2], [-1.0, -0.9, -0.2], [1.4, -0.2, 0.4], [-0.3, 0.7, -1.7], [1.3, -0.6, 1.5], [0.2, -0.6, -1.8], [0.0, -0.6, 0.4], [-0.3, 0.0, 0.3], [-0.1, 0.0, 0.0], [-0.3, 0.4, 0.0], [-0.8, 0.6, 0.8], [-0.1, 0.1, -0.1], [-0.5, 0.5, 0.1], [0.6, -0.9, -1.0], [0.0, 0.5, 0.2], [0.3, -0.2, 0.8], [-0.5, 0.1, -0.1], [1.1, 1.4, 0.6], [0.0, 0.2, -0.2], [-0.1, -0.2, -0.1], [0.2, 0.0, 0.1], [0.0, 0.0, -0.4], [-0.4, -0.7, -0.4], [-0.4, -0.4, 0.5], [-0.5, 0.6, -0.7], [1.6, -0.7, 2.1], [-0.3, 0.3, -0.5], [-1.3, -1.0, -0.4], [0.3, 0.8, 0.1], [-1.1, 0.1, -0.2], [-0.1, 0.0, 0.4], [0.7, 0.1, -0.4], [0.0, 0.2, 0.2], [0.2, -0.4, -0.2], [0.7, 0.3, -0.5], [-0.2, -0.4, 0.0], [0.0, 0.3, 0.2], [0.0, -1.0, 1.1], [-0.6, 0.7, -0.5], [0.4, -0.3, 0.6], [-0.2, -0.5, -0.9], [-0.6, 1.5, -0.4], [0.0, 0.0, -0.2], [-0.4, -0.1, 0.3], [0.2, -0.5, -0.2], [0.7, 0.6, -0.1], [-0.4, -0.4, 0.4], [0.8, -0.4, -0.3], [-0.4, 0.0, -0.3], [1.2, -0.3, 1.0], [-1.5, -0.4, -0.1], [0.9, 1.9, 0.1], [0.0, 0.9, 0.8], [0.6, -1.4, -1.2], [0.0, -0.6, 0.0], [-0.2, -0.4, -0.3], [-0.4, 0.3, 0.0], [0.2, -0.1, 0.0], [-0.2, 0.4, 0.1], [-0.1, -0.1, 0.0], [-0.3, 0.1, 0.6], [0.3, 0.2, -0.5], [-0.9, -0.2, 0.3], [0.9, 1.3, -0.9], [1.0, -1.4, 0.0], [-0.6, -0.1, 0.4], [-0.3, 0.4, 0.3], [0.1, 0.2, 0.2], [-0.7, -0.5, 0.0], [0.3, 0.2, -0.4], [0.2, 0.1, 0.1], [0.1, -0.2, -0.1], [0.1, -0.2, 0.3], [0.2, 1.0, -1.4], [-0.3, -0.8, -0.2], [0.4, 1.3, 0.9], [-0.4, 0.5, 1.1], [-0.5, -0.8, -0.4], [0.3, -1.0, -0.1], [0.0, -0.1, -0.1], [0.0, 0.0, 0.2], [0.3, 0.1, -0.5], [0.1, -0.1, 0.4], [-0.2, 0.4, 0.0], [0.5, 0.0, -0.3], [-1.1, 0.0, 1.2], [-0.3, 1.7, -1.1], [1.0, -1.6, 0.4], [-0.7, 1.0, 0.9], [1.0, -1.3, -1.2], [-0.8, 0.3, -0.3], [0.1, 0.1, 0.1], [1.0, 0.1, -0.6], [-0.1, -0.5, 0.4], [0.0, -0.1, 0.1], [-0.5, 0.1, 0.4]]}

[2]
{"formula": "C9H18NO8PPd", "method": "ωB97M-V with the def2-TZVPD basis set", "e_homo_ha": -0.033, "charge": -2, "orbital_gap_ev": 6.51, "energy_ev": -40266.4615, "symbols": ["Pd", "O", "C", "C", "N", "C", "C", "O", "O", "C", "C", "O", "O", "H", "H", "H", "H", "H", "H", "H", "H", "H", "C", "O", "P", "O", "C", "O", "C", "H", "H", "H", "H", "H", "H", "H", "H", "H"], "xyz": [[-0.14247, -0.49288, -0.01301], [2.13185, -0.73708, -2.05006], [2.57424, 0.60333, -2.14496], [2.38062, 1.38872, -0.86658], [0.99425, 1.52573, -0.38402], [0.14806, 2.31711, -1.28437], [-0.39167, 1.59811, -2.55207], [-0.83903, 2.35721, -3.43187], [-0.48716, 0.34793, -2.49790], [1.05937, 2.21192, 0.91931], [1.77764, 1.46803, 2.08653], [1.85784, 2.15065, 3.13217], [2.12159, 0.28308, 1.90044], [1.15833, -0.66264, -1.95297], [3.65151, 0.56403, -2.33999], [2.09992, 1.10183, -2.99582], [2.92784, 0.89066, -0.06818], [2.80728, 2.39992, -1.01527], [-0.73509, 2.62117, -0.71931], [0.66118, 3.23772, -1.59928], [1.54876, 3.19183, 0.80466], [0.03839, 2.40685, 1.25119], [-0.92274, -3.92457, -0.38895], [-2.00824, -3.13505, 0.05959], [-1.56822, -1.70645, 0.78342], [-1.40281, -2.38135, 2.27991], [-0.58912, -1.69925, 3.22915], [-3.12869, -1.18959, 0.98440], [-3.57185, -0.13362, 0.14718], [-1.33373, -4.87624, -0.73222], [-0.20591, -4.11668, 0.41570], [-0.39343, -3.43033, -1.20971], [-0.14664, -2.45355, 3.88367], [-1.20288, -1.02281, 3.83106], [0.21090, -1.13603, 2.74064], [-3.95550, 0.67812, 0.76976], [-4.37201, -0.49182, -0.50440], [-2.75236, 0.24601, -0.46783]], "forces_ev_per_a": [[0.7, 1.0, -0.3], [-0.1, 0.1, 0.1], [-0.1, -0.2, -0.1], [-0.1, 0.1, 0.1], [0.2, 0.1, 0.1], [0.4, -0.1, -0.3], [-0.8, 0.1, 0.5], [0.3, 0.1, -0.2], [0.5, -0.2, -0.1], [0.1, -0.1, 0.1], [-0.5, -0.2, 0.1], [0.1, 0.1, -0.1], [0.1, 0.0, 0.0], [0.1, -0.1, -0.4], [0.0, 0.0, 0.0], [0.0, 0.0, -0.1], [0.0, 0.0, 0.0], [0.0, 0.0, 0.0], [0.0, 0.0, -0.1], [0.0, 0.0, 0.0], [0.0, 0.0, 0.0], [0.0, -0.1, 0.0], [0.0, 0.1, 0.0], [0.0, 0.0, 0.0], [-1.0, -1.1, 0.7], [0.0, 0.0, 0.0], [0.0, 0.0, -0.1], [0.2, 0.0, 0.0], [0.0, 0.0, 0.0], [0.0, 0.0, 0.0], [0.0, 0.0, 0.0], [0.0, 0.0, 0.0], [0.0, 0.0, 0.0], [0.1, 0.0, 0.0], [0.0, 0.1, 0.0], [0.0, 0.0, 0.0], [0.0, 0.0, 0.0], [0.0, 0.1, -0.1]]}

[3]
{"formula": "C4H9NO4P", "method": "ωB97M-V with the def2-TZVPD basis set", "e_homo_ha": -0.142, "charge": -1, "orbital_gap_ev": 7.65, "energy_ev": -23264.1572, "symbols": ["C", "C", "C", "C", "N", "O", "O", "O", "O", "P", "H", "H", "H", "H", "H", "H", "H", "H", "H"], "xyz": [[1.57416, -1.92073, -2.55274], [1.23478, -1.11389, 1.13725], [-4.09534, 1.19640, 1.09359], [1.15902, -1.92230, -0.19672], [1.38814, -1.75687, -1.33113], [-1.96295, 0.13559, -1.75274], [-2.76036, -1.55152, 0.04065], [-3.80144, 0.65682, -0.11372], [-1.35740, 0.37513, 0.81312], [-2.28780, 0.00046, -0.29488], [0.74201, -1.78855, -3.17904], [2.56885, -1.98043, -2.85151], [0.89985, -1.66316, 2.03430], [0.64785, -0.32094, 1.01464], [2.23035, -0.74786, 1.25972], [-3.82675, 2.20003, 1.11043], [-3.56715, 0.70739, 1.87808], [-5.15194, 1.08556, 1.51152], [-3.50648, -1.50713, -0.62247]], "forces_ev_per_a": [[-0.1, 0.4, -2.0], [1.2, -3.7, -1.2], [-1.8, -0.9, 2.4], [0.1, 0.3, 4.8], [-0.4, -0.2, 1.3], [-0.3, -0.1, 1.0], [-1.1, 0.7, -1.5], [0.2, -0.4, -1.7], [-0.5, 0.4, -0.5], [0.8, -0.4, -0.4], [-0.7, 0.3, -1.0], [1.4, -0.3, -0.9], [0.3, 0.0, -0.7], [-2.7, 3.4, -0.3], [0.9, 0.0, 0.1], [0.3, 2.1, 0.2], [0.9, -0.4, 0.8], [0.6, 0.1, -1.4], [0.8, -1.1, 1.0]]}

Number 1: maximum force 0.065 Eh/bohr. Number 2: maximum force 0.032 Eh/bohr. Number 3: maximum force 0.094 Eh/bohr.